No. 1
{
  "formula": "C8H8AsBF12N5O4S2Sc",
  "method": "ωB97M-V/def2-TZVPD",
  "e_above_lowest_kcal_mol": 10.2,
  "charge": 1,
  "lumo_energy_ev": [-3.6, -7.7],
  "s_squared": 0.76,
  "gap_ev": [10.201, 6.116],
  "homo_ev": [-13.8476, -13.8472],
  "spin_multiplicity": 2,
  "species": ["Sc", "B", "N", "C", "C", "C", "N", "N", "C", "C", "C", "N", "H", "H", "H", "H", "H", "H", "H", "H", "F", "As", "F", "F", "F", "F", "F", "F", "C", "F", "F", "S", "O", "O", "N", "S", "O", "O", "C", "F", "F", "F"],
  "coordinates": [[-0.06, 0.42, -0.55], [-1.27, -2.28, 1.73], [-0.58, -1.08, 2.27], [-0.39, -0.87, 3.61], [0.32, 0.27, 3.77], [0.55, 0.73, 2.46], [0.00, -0.08, 1.57], [-1.47, -2.40, 0.26], [-2.07, -3.46, -0.35], [-2.19, -3.20, -1.68], [-1.63, -1.92, -1.83], [-1.20, -1.45, -0.66], [-2.37, -2.44, 2.32], [-0.75, -3.31, 2.20], [-0.79, -1.56, 4.34], [0.65, 0.73, 4.69], [1.09, 1.61, 2.15], [-2.37, -4.33, 0.23], [-2.62, -3.82, -2.44], [-1.54, -1.33, -2.73], [-1.82, 1.84, 0.68], [-1.73, 2.85, -0.72], [0.12, 2.39, -0.53], [-1.43, 4.21, 0.19], [-1.32, 3.51, -2.20], [-3.39, 3.01, -0.86], [-1.75, 1.21, -1.54], [3.22, -1.82, -3.74], [2.30, -1.89, -2.82], [2.64, -2.72, -1.85], [1.14, -2.28, -3.35], [1.99, -0.17, -2.08], [1.79, -0.42, -0.62], [0.63, 0.20, -2.54], [3.01, 0.91, -2.48], [4.48, 0.68, -1.77], [4.58, -0.72, -1.43], [5.52, 1.35, -2.47], [4.33, 1.61, -0.15], [3.07, 1.97, 0.09], [5.09, 2.69, -0.21], [4.74, 0.81, 0.82]],
  "lowdin_spin": [0.00, 0.23, 0.11, 0.03, 0.02, 0.09, -0.01, 0.10, 0.03, 0.02, 0.08, -0.01, 0.16, 0.15, 0.00, 0.00, 0.00, 0.00, 0.00, 0.00, 0.00, 0.00, 0.00, 0.00, 0.00, 0.00, 0.00, 0.00, 0.00, 0.00, 0.00, 0.00, 0.00, 0.00, 0.00, 0.00, 0.00, 0.00, 0.00, 0.00, 0.00, 0.00]
}

No. 2
{
  "formula": "C8H8AuNO6S",
  "method": "ωB97M-V/def2-TZVPD",
  "charge": -2,
  "lumo_energy_ev": 5.3,
  "gap_ev": 6.239,
  "homo_ev": -0.9666,
  "species": ["Au", "O", "C", "O", "C", "C", "C", "C", "C", "O", "C", "C", "O", "O", "H", "H", "H", "H", "H", "H", "H", "H", "O", "S", "N"],
  "coordinates": [[-0.14, -1.69, 2.59], [1.80, -2.65, -0.36], [1.40, -1.56, 0.05], [1.42, -1.22, 1.30], [0.79, -0.47, -0.96], [1.29, 0.93, -0.34], [1.28, 1.88, -1.61], [-0.27, 1.98, -1.90], [-0.90, 1.11, -0.83], [0.00, 1.37, 0.37], [-0.72, -0.38, -1.23], [-1.79, -1.18, -0.45], [-2.85, -1.45, -1.01], [-1.63, -1.46, 0.80], [1.30, -0.54, -1.96], [2.16, 1.03, 0.33], [1.76, 2.85, -1.35], [1.77, 1.43, -2.45], [-0.41, 3.06, -1.76], [-0.51, 1.74, -2.89], [-1.96, 1.40, -0.64], [-0.97, -0.51, -2.33], [-0.92, -2.27, 6.83], [-0.56, -1.65, 5.56], [-1.33, -1.75, 4.23]],
  "nbo_charge": [0.73, -0.70, 0.81, -0.86, -0.33, 0.09, -0.43, -0.43, 0.09, -0.53, -0.35, 0.77, -0.76, -0.84, 0.19, 0.22, 0.18, 0.19, 0.19, 0.19, 0.21, 0.21, -1.01, 1.23, -1.08]
}

No. 3
{
  "formula": "C8H8Br2N2O",
  "method": "ωB97M-V/def2-TZVPD",
  "e_above_lowest_kcal_mol": 18.7,
  "charge": 0,
  "lumo_energy_ev": 0.0,
  "gap_ev": 8.085,
  "homo_ev": -8.1211,
  "species": ["C", "C", "C", "C", "C", "C", "C", "C", "N", "N", "O", "Br", "Br", "H", "H", "H", "H", "H", "H", "H", "H"],
  "coordinates": [[-0.14, 1.96, 0.93], [0.49, -1.46, -0.55], [-0.17, -1.66, -1.68], [-0.59, 2.49, -0.34], [0.11, 0.63, 1.06], [0.55, 0.07, -0.26], [-0.84, -0.47, -2.16], [0.95, -0.91, 2.66], [-0.80, 1.78, -1.38], [-0.33, 0.57, -1.31], [0.03, 0.04, 2.19], [-0.71, -0.06, -4.13], [-2.96, -0.77, -2.05], [-0.53, 2.53, 1.66], [1.10, -2.34, -0.06], [-0.50, -2.61, -2.10], [-0.82, 3.55, -0.57], [1.67, 0.19, -0.33], [0.63, -1.96, 2.41], [0.94, -0.84, 3.67], [1.93, -0.73, 2.33]],
  "nbo_charge": [-0.37, -0.15, -0.31, 0.01, 0.38, -0.16, 0.15, -0.24, -0.21, -0.29, -0.46, 0.04, -0.09, 0.22, 0.24, 0.25, 0.21, 0.22, 0.18, 0.20, 0.18]
}

No. 4
{
  "formula": "C8H8Br2N2O",
  "method": "ωB97M-V/def2-TZVPD",
  "e_above_lowest_kcal_mol": 53.8,
  "charge": 0,
  "lumo_energy_ev": [-1.0, 0.5],
  "gap_ev": [6.148, 8.325],
  "homo_ev": [-7.0994, -7.8533],
  "species": ["C", "C", "C", "C", "C", "C", "C", "C", "N", "N", "O", "Br", "Br", "H", "H", "H", "H", "H", "H", "H", "H"],
  "coordinates": [[-0.74, 0.99, -1.36], [-0.07, 0.14, 2.10], [-1.62, 2.06, -1.12], [-0.67, 0.68, 0.96], [-0.34, 0.19, -0.34], [-0.40, 0.51, 3.50], [-1.10, 1.84, 3.54], [0.82, -1.43, -1.70], [-2.11, 2.25, 0.02], [-1.47, 1.78, 1.08], [0.45, -0.90, -0.41], [-0.29, 3.45, 3.11], [-2.76, 1.99, 4.33], [-0.68, 0.72, -2.39], [0.79, -0.36, 1.92], [-2.15, 2.54, -1.90], [-1.00, -0.31, 3.99], [0.46, 0.73, 4.04], [1.81, -1.84, -1.62], [0.68, -0.48, -2.27], [0.13, -2.22, -2.13]],
  "nbo_charge": [-0.35, -0.10, 0.03, 0.04, 0.33, -0.56, -0.19, -0.25, -0.22, -0.20, -0.49, 0.14, 0.13, 0.22, 0.20, 0.20, 0.25, 0.25, 0.20, 0.19, 0.19]
}